# C22H21N3O

A single C22H21N3O molecule (ωB97M-V with the def2-TZVPD basis set, the OMol25 dataset).

Geometry (Å):
C: -2.90160 -3.47785 2.15911
H: -2.21137 -2.84701 2.71357
H: -2.33391 -4.23967 1.62952
H: -3.55372 -3.97176 2.87659
C: -3.73611 -2.65702 1.18267
C: -2.97251 -2.05644 0.02952
C: -3.67386 -1.68466 -1.11451
C: -3.01297 -1.12374 -2.18980
C: -1.64891 -0.90876 -2.13613
C: -0.93399 -1.25683 -0.99487
C: -1.60554 -1.84672 0.07361
H: -1.04538 -2.13689 0.94665
N: 0.45284 -1.09181 -0.97154
C: 1.13403 -0.54197 0.16583
C: 2.58654 -0.92265 0.16809
C: 3.16722 -2.17322 0.19606
C: 4.55326 -2.24924 0.16231
C: 5.33479 -1.10346 0.09738
C: 4.75105 0.15265 0.05861
C: 3.36916 0.22557 0.09103
C: 2.49146 1.41562 0.05849
O: 2.82168 2.57877 -0.00575
N: 1.20412 0.93043 0.12692
C: 0.03277 1.67563 0.22473
N: -1.02149 1.00140 0.66730
C: -2.18316 1.62105 0.75164
C: -2.37699 2.95301 0.41376
C: -1.25745 3.65512 -0.02903
C: -0.03509 3.02315 -0.13348
H: 0.84358 3.54402 -0.47299
H: -1.34877 4.69719 -0.30189
C: -3.71516 3.60989 0.53825
H: -3.76875 4.17635 1.46867
H: -3.88187 4.30187 -0.28480
H: -4.50913 2.86712 0.54486
H: -3.00143 1.00719 1.10589
H: 5.34181 1.05362 0.00363
H: 6.41045 -1.19472 0.07400
H: 5.03212 -3.21691 0.18668
H: 2.55965 -3.06368 0.24038
H: 0.60850 -0.84935 1.07493
H: 0.80938 -0.70996 -1.84026
H: -1.13426 -0.46326 -2.97675
H: -3.56371 -0.84369 -3.07626
H: -4.74219 -1.84100 -1.16055
H: -4.22567 -1.84467 1.73051
H: -4.53020 -3.28859 0.77528

Its HOMO-LUMO gap is 8.292 eV. The value obtained for the energy above the lowest of the compared OMol25 structures with the same formula, charge and spin is 0.0 kcal/mol. Its SMILES is CCc1cccc(N[C@H]2c3ccccc3C(=O)N2c2ccc(C)cn2)c1. As for the largest force on an atom: 0.7 eV Å⁻¹.

Here are the Mulliken charges for atoms 1 to 6, given in e: number 1, C, carries -1.387; number 2, H, carries 0.301; number 3, H, carries 0.345; number 4, H, carries 0.412; number 5, C, carries -0.388; number 6, C, carries 0.224

=====

# C22H21N5

A molecular structure, C22H21N5 (ωB97M-V with the def2-TZVPD basis set, the OMol25 dataset).

Geometry (Å):
C: -2.52590 -1.27524 -2.58287
C: -1.62914 -0.39902 -1.86850
N: -0.41094 -0.88292 -1.79870
N: 0.32454 0.04242 -0.93104
C: 1.77218 0.09775 -0.62580
C: 2.13139 0.96850 0.40506
C: 1.18911 1.93902 0.94300
N: -0.08965 1.90905 0.25948
C: -0.47097 0.92142 -0.54417
C: -1.76595 0.73462 -1.08185
C: -3.05013 1.22639 -0.92748
C: -3.89352 1.34970 -2.00024
C: -5.02625 2.36346 -1.77703
C: -5.42756 2.80039 -0.51742
C: -4.32569 2.85491 0.35314
C: -3.18908 2.10477 0.42095
H: -2.42713 2.25967 1.12520
H: -4.51860 3.38883 1.49056
H: -6.38495 3.38976 -0.48778
H: -5.91979 2.15542 -2.39113
H: -3.72779 0.96852 -2.92156
C: 1.75227 2.73069 1.80068
H: 1.33441 3.79648 1.49182
H: 1.48034 2.53644 2.84849
C: 3.25835 2.57927 1.10005
H: 3.79645 2.95461 2.20131
H: 3.63570 3.52893 0.59966
C: 3.30976 1.12900 0.83180
H: 4.26017 1.10013 0.32657
H: 3.57515 0.64110 1.83998
N: 2.34195 -1.16387 -1.17839
H: 1.85870 -1.61476 -1.80782
C: 3.23640 -1.92228 -0.30847
C: 2.59017 -2.68237 0.65190
C: 1.85378 -3.84354 0.19160
C: 0.86705 -4.75674 1.01425
C: 0.99209 -4.17340 2.19685
N: 1.52081 -3.19172 3.07017
C: 2.35654 -2.51313 1.99104
H: 2.89102 -1.79694 2.49462
H: 0.27095 -4.62938 3.24160
H: 0.44528 -5.62179 0.94659
H: 1.95169 -4.18340 -0.81542
H: 4.06516 -1.16697 0.31850
H: 3.94832 -2.61576 -1.06293
H: -3.52679 -1.18423 -2.21576
H: -2.09581 -2.17411 -2.70254
H: -2.60412 -0.67968 -3.60799

Its HOMO-LUMO gap is 6.672 eV. The value obtained for the energy above the lowest of the compared OMol25 structures with the same formula, charge and spin is 364.1 kcal/mol. As for the largest force on an atom: 16.5 eV Å⁻¹.

Here are the Mulliken charges for atoms 1 to 6, given in e: number 1, C, carries -1.750; number 2, C, carries 0.771; number 3, N, carries -1.334; number 4, N, carries 0.561; number 5, C, carries -0.444; number 6, C, carries 1.143

=====

# C22H22B2F4N6O6Zr

A molecular structure, C22H22B2F4N6O6Zr (ωB97M-V with the def2-TZVPD basis set, the OMol25 dataset).

Geometry (Å):
Zr: 0.45210 0.06402 -0.48755
C: 4.75455 -0.89968 -1.54854
C: 3.44082 -0.29565 -1.22804
N: 2.28508 -0.79008 -1.47841
O: 2.20820 -1.98236 -2.14507
B: 1.00109 -2.44320 -2.68408
F: 0.37246 -1.82766 -0.03111
F: 1.07626 -3.65624 -3.15820
O: -0.25611 -1.85234 -2.89906
N: -0.62602 -0.66928 -2.31932
C: -1.54978 0.02594 -2.87166
C: -2.25181 -0.32361 -4.12896
C: -1.68332 1.40646 -2.24349
N: -1.08559 1.50188 -1.11954
O: -0.75221 2.76137 -0.66222
B: 0.50065 3.17537 -0.15481
F: 0.98714 1.26080 -2.13275
F: 0.45550 4.43102 0.21089
O: 1.78974 2.64240 0.08038
N: 2.18396 1.34153 -0.14771
C: 3.33898 1.10156 -0.63213
C: 4.42860 2.08699 -0.81111
C: -2.18919 2.55868 -3.02343
H: 4.63663 -1.87226 -2.01547
H: 5.33211 -1.00501 -0.62738
H: 5.32052 -0.24569 -2.21435
H: -2.15521 -1.38377 -4.34402
H: -1.80714 0.24057 -4.95393
H: -3.30492 -0.04930 -4.07209
H: 4.18231 3.02898 -0.33096
H: 4.59303 2.25865 -1.87804
H: 5.35720 1.69326 -0.39456
H: -2.96736 2.26503 -3.72254
H: -1.34949 2.97285 -3.59259
H: -2.55494 3.33839 -2.35905
O: -2.37038 -0.83057 1.08840
C: -3.07273 -1.81736 0.45115
C: -3.99811 -1.62838 -0.56095
C: -4.58364 -2.78149 -1.04916
C: -4.26258 -4.05820 -0.55191
C: -3.35533 -4.21931 0.46888
C: -2.75325 -3.06170 0.97661
C: -1.82939 -2.78138 2.01435
N: -1.61372 -1.49830 2.05055
N: -0.92264 -0.82426 2.98892
C: -0.19650 0.20626 2.64884
O: -0.06856 0.65320 1.42558
C: 0.49517 0.91082 3.73783
C: 1.16417 2.10673 3.47881
C: 1.80586 2.77950 4.50390
C: 1.78796 2.25746 5.79028
C: 1.12482 1.06526 6.05398
C: 0.47549 0.39319 5.03563
H: -4.28080 -0.64287 -0.90426
H: -5.33108 -2.69987 -1.82723
H: -4.75623 -4.92380 -0.97017
H: -3.12087 -5.19535 0.86989
H: -1.33377 -3.42060 2.72763
H: 1.17106 2.51782 2.48070
H: 2.31226 3.71398 4.30470
H: 2.28782 2.78431 6.59209
H: 1.11076 0.66429 7.05801
H: -0.04962 -0.52899 5.23782

Its net charge is +2. Its HOMO-LUMO gap is 6.994 eV. As for the largest force on an atom: 0.5 eV Å⁻¹.

Here are the Mulliken charges for atoms 1 to 6, given in e: number 1, Zr, carries 1.151; number 2, C, carries -1.540; number 3, C, carries 0.376; number 4, N, carries 0.220; number 5, O, carries -0.434; number 6, B, carries 0.795

=====

# C22H22Br2EuN4O2S3

A molecular structure, C22H22Br2EuN4O2S3 (ωB97M-V with the def2-TZVPD basis set, the OMol25 dataset).

Geometry (Å):
Eu: 0.38974 0.24641 0.35766
O: -1.44989 -0.51154 -0.75833
C: -1.70630 -1.60515 -1.33908
C: -2.93955 -2.30892 -1.11151
C: -3.22079 -3.50357 -1.73342
C: -2.32152 -4.08225 -2.65180
C: -1.14935 -3.40232 -2.93024
C: -0.81466 -2.19817 -2.30294
C: 0.37819 -1.47850 -2.75222
N: 0.85407 -0.44153 -2.19822
C: 1.84717 0.31843 -2.95380
C: 2.75811 1.14363 -2.05771
N: 2.00058 1.78205 -0.99247
C: 2.57789 2.73105 -0.38149
C: 2.04292 3.50374 0.73807
C: 2.89930 4.44075 1.31917
C: 2.53020 5.22430 2.39699
C: 1.23804 5.05801 2.90925
C: 0.36352 4.15061 2.35336
C: 0.72260 3.31256 1.25458
O: -0.10135 2.46373 0.75893
H: -3.63341 -1.85909 -0.40822
H: -4.16128 -4.00862 -1.51943
H: -2.55284 -5.02230 -3.14208
H: -0.45016 -3.80438 -3.66288
H: 0.83400 -1.86101 -3.68238
H: 1.29093 0.99851 -3.60898
H: 2.45692 -0.33917 -3.59251
H: 3.27949 1.88753 -2.67500
H: 3.50577 0.49393 -1.60140
H: 3.58788 3.03256 -0.70043
H: 3.90269 4.52795 0.90974
H: 3.22449 5.92757 2.84356
H: 0.92110 5.64282 3.77093
H: -0.63365 4.03720 2.76506
Br: 0.94726 -3.09777 1.54794
C: 1.16881 -4.21899 0.00851
Br: 2.77324 -3.95957 -1.03153
H: 0.32524 -4.03255 -0.64074
H: 1.19073 -5.23716 0.36369
S: 4.58158 0.30035 2.99978
C: 3.12128 0.00537 2.17911
S: 3.10171 -0.69969 0.59378
S: 1.57746 0.39654 2.87862
C: -1.80190 1.50331 3.30123
C: -2.12852 0.07907 3.01958
N: -1.57732 -0.68591 2.11121
C: -2.16535 -1.92563 2.25174
C: -3.08724 -1.91425 3.25150
N: -3.05561 -0.61898 3.74097
H: -1.50231 1.99874 2.38013
H: -0.94942 1.57027 3.98353
H: -2.65958 2.01897 3.74433
H: -1.90212 -2.74865 1.60860
H: -3.73095 -2.67809 3.65891
H: -3.60374 -0.24529 4.49095

Its net charge is -2. Its HOMO-LUMO gap (spin up / spin down) is 3.903 / 4.760 eV. The value obtained for the energy above the lowest of the compared OMol25 structures with the same formula, charge and spin is 0.0 kcal/mol. As for the multiplicity: 8. As for the largest force on an atom: 1.5 eV Å⁻¹.

Here are the Mulliken charges for atoms 1 to 6, given in e: number 1, Eu, carries 1.031; number 2, O, carries -0.697; number 3, C, carries 0.182; number 4, C, carries -0.483; number 5, C, carries -0.414; number 6, C, carries -0.682